# 1
13
Properties=species:S:1:pos:R:3 method="wB97M-V/def2-TZVPD" total_charge=-1 e_homo_ha=-0.1576 lumo_ev=4.168 homo_lumo_gap_ev=8.456
O 1.102 -0.059 -2.192
O -0.546 0.505 -0.132
O -1.556 2.187 0.991
C 0.609 -1.350 -2.000
C -0.326 0.595 2.248
C -0.845 1.167 0.896
H -0.324 -1.315 -1.439
H 0.500 -1.808 -2.988
H 0.387 -0.208 2.048
H 0.600 0.594 -1.665
H -1.177 0.309 2.861
H 1.297 -1.963 -1.401
H 0.278 1.345 2.773



# 2
30
Properties=species:S:1:pos:R:3 method="wB97M-V/def2-TZVPD" total_charge=+1 e_homo_ha=-0.5087 lumo_ev=-5.766 homo_lumo_gap_ev=8.075
P 0.363 -0.056 -0.061
N 3.563 -0.268 -1.896
N -0.299 -1.615 -0.074
N 0.482 0.670 1.419
N -0.588 0.838 -1.163
C -1.334 0.316 -2.194
C 1.821 0.987 1.882
C 0.437 -2.515 -0.956
C -0.730 1.107 2.078
C -0.909 -2.225 1.150
C -0.612 2.329 -1.378
C 2.657 -0.062 -1.240
H -0.159 -2.970 1.697
H 1.869 0.523 2.895
H -1.857 -0.559 -1.678
H 0.478 -1.831 -1.861
H 1.832 2.194 1.835
H -1.654 2.824 -1.155
H -1.228 0.366 2.813
H 0.073 2.969 -0.807
H -1.367 1.276 1.288
H -0.739 0.077 -3.169
H 2.643 0.574 1.284
H 1.400 -2.755 -0.440
H -2.126 1.060 -2.396
H -1.141 -1.504 1.897
H -0.329 2.511 -2.410
H -0.458 1.995 2.633
H -0.191 -3.439 -0.890
H -1.898 -2.814 0.900



# 3
81
Properties=species:S:1:pos:R:3 method="wB97M-V/def2-TZVPD" total_charge=+4 e_homo_ha=-0.7274 lumo_ev=-13.076 homo_lumo_gap_ev=6.718
Ti -0.117 0.276 0.634
N -1.284 -0.996 2.073
N -2.612 0.751 -2.418
N 1.429 -1.451 -0.527
N -0.494 0.312 -3.417
N 1.845 0.042 1.688
N -0.416 2.136 -0.262
N 1.190 -0.086 -0.867
N -0.302 1.532 2.450
N -1.133 -0.792 -0.526
C -3.469 1.966 -4.780
C 3.021 0.276 -2.353
C -1.592 -2.442 -2.420
C -1.831 0.861 -3.470
C -3.848 1.250 -2.538
C -2.020 5.121 -0.535
C -0.603 -1.535 -1.695
C 2.096 1.026 2.757
C -2.483 -1.048 -0.007
C -0.830 4.502 -1.301
C 2.566 -0.772 -3.268
C -0.600 3.172 -0.735
C 4.115 -0.861 2.015
C 1.044 2.122 2.692
C 1.865 -4.100 -0.197
C 2.370 0.617 -1.240
C 2.366 -1.830 0.383
C 0.088 -0.629 -2.727
C -2.186 1.451 -4.675
C 0.453 5.330 -1.075
C 1.303 -1.189 -3.408
C -1.917 -0.133 3.115
C 2.634 -3.168 0.518
C 0.776 -3.676 -0.942
C -2.295 -1.788 1.305
C -0.854 0.804 3.631
C -4.319 1.869 -3.687
C 0.569 -2.316 -1.091
C -1.155 4.355 -2.795
C 2.772 -0.795 1.383
H 1.064 -1.915 -4.183
H 4.653 0.075 1.832
H 4.039 -0.970 3.100
H -0.676 -1.648 2.565
H 0.074 0.643 -4.192
H -4.493 1.140 -1.673
H 3.934 0.800 -2.611
H 3.085 1.476 2.655
H -2.925 4.528 -0.664
H -0.334 3.897 -3.348
H -2.735 0.422 2.649
H -1.988 -3.204 -1.748
H -3.116 -1.578 -0.715
H -2.343 -0.736 3.918
H -0.935 2.309 2.264
H 0.110 -4.388 -1.411
H -1.094 -2.950 -3.247
H -2.203 6.113 -0.949
H -2.990 -0.091 0.162
H -5.329 2.253 -3.726
H 2.671 1.458 -0.626
H 0.688 5.435 -0.016
H -2.421 -1.868 -2.828
H -1.310 5.356 -3.197
H 3.381 -3.506 1.225
H -3.223 -1.884 1.870
H -1.803 5.239 0.527
H 2.088 0.510 3.721
H 1.303 4.896 -1.602
H 1.260 2.801 1.866
H -2.068 3.778 -2.947
H -1.504 1.491 -5.516
H 4.720 -1.670 1.615
H -0.051 0.236 4.103
H 3.310 -1.199 -3.932
H 0.279 6.327 -1.479
H 2.080 -5.158 -0.102
H -1.246 1.500 4.372
H -3.799 2.425 -5.703
H -1.897 -2.788 1.134
H 1.053 2.707 3.613



# 4
21
Properties=species:S:1:pos:R:3 method="wB97M-V/def2-TZVPD" e_homo_ha="-0.2834 / -0.2836" lumo_ev="0.566 / 0.565" homo_lumo_gap_ev="8.277 / 8.282"
O 1.771 1.005 0.484
O 0.845 0.684 -2.013
N 0.891 1.758 1.229
N 1.901 1.254 -2.721
C -0.866 -2.052 1.297
C 1.148 -0.136 -1.026
C 0.153 -1.629 0.559
C -2.185 -0.171 0.751
C -1.167 0.232 -0.106
C -0.033 -0.559 -0.272
C -1.953 -1.229 1.522
H 0.405 1.012 1.741
H -0.810 -2.922 1.899
H -2.972 0.464 0.853
H 2.010 -0.809 -1.063
H 2.319 1.813 -2.005
H -2.766 -1.614 2.067
H 1.414 1.889 -3.386
H -1.434 1.015 -0.749
H 0.911 -2.327 0.439
H 0.417 2.322 0.501



# 5
11
Properties=species:S:1:pos:R:3 method="wB97M-V/def2-TZVPD" total_charge=-1 e_homo_ha=-0.1095 lumo_ev=2.142 homo_lumo_gap_ev=5.123
Na -0.824 -1.392 -0.413
O -1.082 0.495 -1.708
O 1.135 -1.229 0.673
O -0.558 0.797 0.384
C 0.558 1.035 1.203
C -0.458 1.280 -0.999
C 1.596 -0.062 0.999
H 2.415 0.306 0.340
H 0.230 1.045 2.254
H 2.623 -0.015 2.140
H 1.009 2.017 0.969



# 6
88
Properties=species:S:1:pos:R:3 method="wB97M-V/def2-TZVPD" total_charge=-2 e_homo_ha=0.0077 lumo_ev=3.706 homo_lumo_gap_ev=3.496
S -4.450 11.484 -30.150
S -2.800 13.271 -24.004
S -11.882 15.600 -30.057
S -8.834 13.731 -24.955
S -1.598 16.192 -31.730
S -2.101 17.410 -27.619
S -7.768 20.921 -27.473
S -9.395 18.919 -31.303
O -8.385 14.511 -29.070
O -6.481 16.838 -28.093
O -1.762 17.673 -31.698
O -11.258 16.805 -29.484
O -8.713 15.126 -25.416
O -1.371 13.482 -24.382
O -8.886 19.974 -27.415
O -9.520 18.942 -29.843
O -1.023 18.133 -26.864
O -2.968 11.344 -29.953
C -3.778 12.965 -25.491
C -2.896 11.557 -23.436
C -1.598 15.498 -33.436
C -6.232 19.989 -27.660
C -7.401 21.674 -25.852
C -2.735 18.580 -28.811
C -7.106 14.794 -29.414
C -7.951 17.863 -31.682
C -11.866 14.350 -28.736
C -5.284 11.201 -28.560
C -9.591 12.836 -26.326
C -3.604 17.300 -26.621
C -3.206 15.565 -31.221
C -10.323 13.793 -23.905
C -8.700 20.550 -31.766
C -6.118 15.603 -28.503
C -4.831 9.852 -30.858
C -10.501 14.838 -30.935
H -0.956 16.069 -34.097
H -6.256 10.752 -28.757
H -9.598 15.152 -30.393
H -3.832 18.307 -26.270
H -9.517 21.212 -32.040
H -4.756 10.507 -27.906
H -4.347 9.101 -30.243
H -3.945 11.424 -23.159
H -5.358 20.630 -27.531
H -3.955 16.220 -31.655
H -4.446 16.999 -27.282
H -5.166 15.635 -29.125
H -3.437 16.594 -25.816
H -2.274 11.420 -22.557
H -6.580 13.821 -29.667
H -6.522 22.293 -26.030
H -10.076 14.454 -23.072
H -1.355 14.451 -33.289
H -5.345 12.203 -28.139
H -2.628 15.584 -33.793
H -8.253 22.285 -25.567
H -7.582 18.282 -32.626
H -10.274 12.012 -26.082
H -5.924 9.748 -30.819
H -3.211 14.483 -31.332
H -2.557 10.879 -24.217
H -10.820 14.332 -28.392
H -6.256 19.540 -28.655
H -10.575 13.758 -31.056
H -3.936 13.847 -26.113
H -7.199 17.943 -30.894
H -4.585 9.806 -31.914
H -8.158 20.941 -30.905
H -5.818 14.899 -27.657
H -1.887 18.896 -29.412
H -7.182 20.883 -25.136
H -3.334 12.109 -25.988
H -3.175 15.730 -30.142
H -10.603 12.811 -23.520
H -12.501 14.680 -27.914
H -8.230 16.822 -31.796
H -11.124 14.272 -24.466
H -3.456 18.067 -29.447
H -4.783 12.820 -25.072
H -12.207 13.390 -29.126
H -7.154 15.267 -30.437
H -10.197 13.568 -26.860
H -7.973 20.454 -32.579
H -3.184 19.453 -28.350
H -10.542 15.278 -31.939
H -6.159 19.097 -27.024
H -8.790 12.494 -26.976



So what do the calculations give for E_tot? Going down the list: -9368.374; -22788.474; -68263.598; -14490.326; -13733.468; -126654.861 eV.
So what do the calculations give for relative energy (zero: lowest compared OMol25 entry of this formula, charge and spin)? Going down the list: 18.09; 58.04; 99.21; 155.22; 40.40; 0.00 kcal/mol.